# C6H6O

The molecule C6H6O in a non-equilibrium geometry (ωB97M-V with the def2-TZVPD basis set, the OMol25 dataset).

Structure (XYZ):
```
13
Properties=species:S:1:pos:R:3:forces:R:3:lowdin_charge:R:1
C -1.022613 1.528600 -1.456203 0.1 0.4 -0.1 0.16
C -0.363387 0.748470 -0.812144 -1.8 -0.2 -0.8 -0.25
C -0.548591 -0.651549 -0.438760 0.4 -0.6 0.6 -0.13
C 0.435451 -1.101029 0.725731 -0.3 -0.2 -0.6 -0.38
O -0.224961 -1.154481 1.970304 0.0 0.2 0.2 -0.03
C 1.496361 -0.083473 0.686243 -0.4 0.4 -0.5 -0.05
C 1.552197 1.014284 0.141042 1.4 -0.2 0.9 0.08
H -1.740519 2.082150 -1.993889 0.1 0.7 -0.3 0.04
H -1.588695 -0.744162 -0.104192 0.3 -0.4 0.1 0.13
H -0.437329 -1.225192 -1.370560 0.2 -0.2 0.5 0.13
H 0.773964 -2.115267 0.510205 0.1 0.1 0.1 0.14
H -0.239419 -0.256667 2.328503 -0.1 -0.2 0.0 0.10
H 1.907535 1.958312 -0.186277 0.1 0.2 -0.1 0.06
```
Forces are in eV/Å.

As for the SMILES: C#CC[C@H](O)C#C. For the strongest force on any atom, the calculation gives 2.04 eV Å⁻¹. Its HOMO energy is -9.04 eV. For the molar mass, the calculation gives 94.113 Da. The HOMO-LUMO gap comes out at 9.252 eV. As for the net charge: 0.



# C45H62B2BrF3N9O5Si

A cluster of 7 separate species, C45H62B2BrF3N9O5Si in total in a non-equilibrium geometry (ωB97M-V with the def2-TZVPD basis set, the OMol25 dataset).

Structure (XYZ):
```
128
Properties=species:S:1:pos:R:3:forces:R:3:lowdin_charge:R:1
C 10.301836 -3.142605 -3.137037 0.6 1.1 0.8 -0.13
C 9.137225 -2.055788 -3.134622 -0.9 0.0 0.2 -0.27
C 7.942879 -2.366153 -4.164671 0.6 -0.8 -0.8 -0.25
C 7.420377 -1.084628 -4.963520 0.6 -0.2 0.0 -0.20
C 7.041498 0.175841 -4.041299 0.4 0.6 -0.8 -0.23
C 5.486447 0.520986 -3.975842 0.4 -0.3 -0.1 -0.15
C 4.556017 -0.666055 -3.394052 1.7 0.8 -0.9 -0.71
Br 5.517827 -1.477101 -1.813091 -0.7 0.1 -0.5 0.81
N 3.265380 -0.122518 -2.784765 -0.7 0.6 -3.3 0.13
C 2.157778 -0.172924 -3.671693 1.1 -2.7 -0.7 -0.16
N 1.233548 0.798613 -3.841831 0.2 -0.5 -0.2 0.08
C 0.152071 0.746039 -4.823280 -1.7 0.8 -3.0 -0.43
F -1.044672 0.230075 -4.310772 2.9 0.6 -1.2 0.13
F -0.190926 2.034568 -5.306575 1.1 -2.3 1.9 0.09
F 0.514427 0.131206 -6.045182 -0.8 0.4 3.1 0.11
Si 1.215054 2.321617 -2.805478 -1.6 3.2 2.9 0.59
C 1.780941 1.968483 -0.979267 1.3 -1.1 -0.6 -0.19
C 2.129648 3.792409 -3.604969 0.1 0.6 -0.7 -0.18
C -0.591742 2.936800 -2.448811 -0.1 -0.9 -0.6 -0.19
N 2.026397 -1.451462 -4.407222 0.2 1.0 3.3 0.05
C 0.845155 -2.218510 -3.803207 -1.6 0.6 0.2 -0.01
B -0.183681 -2.810424 -4.903061 -2.4 -0.8 -0.8 -0.51
O -1.463470 -3.244939 -4.404034 2.5 0.6 -1.1 0.11
O 0.041174 -2.919558 -6.314884 -0.2 0.9 1.8 0.10
C 3.191809 -2.333204 -4.162533 1.4 -1.6 -1.6 -0.31
C 3.258102 -3.618943 -5.134527 0.1 -0.1 -0.4 0.03
B 3.170247 -4.978730 -4.226614 0.0 -0.9 0.3 -0.53
O 1.915082 -5.606800 -3.889551 1.6 1.8 0.0 0.10
O 4.419390 -5.530401 -3.735859 -2.1 1.7 0.5 0.08
O 4.361652 -1.555425 -4.459731 -0.9 0.7 2.3 -0.07
H 11.041667 -2.919351 -3.977554 -1.2 -0.7 0.9 0.08
H 9.952684 -4.218852 -3.109023 0.3 1.3 -0.3 0.08
H 10.897723 -2.978964 -2.167178 -0.8 -0.3 -1.4 0.08
H 8.696730 -2.009254 -2.077240 0.6 0.0 -1.4 0.09
H 9.522355 -1.000486 -3.373250 -0.2 -1.6 0.4 0.11
H 7.099961 -2.989506 -3.696565 1.2 1.1 -0.5 0.07
H 8.400464 -3.062922 -4.958838 -0.7 1.0 1.0 0.11
H 6.587553 -1.369504 -5.700813 1.0 0.5 1.3 0.11
H 8.294555 -0.762377 -5.636614 -1.2 -0.4 1.0 0.12
H 7.529673 1.080142 -4.560154 -0.9 -1.1 0.8 0.12
H 7.549026 0.149925 -3.012700 -1.0 -0.2 -1.5 0.09
H 5.382681 1.496962 -3.406165 -0.1 -1.2 -0.3 0.12
H 5.136552 0.713839 -5.041302 0.2 -0.3 1.3 0.14
H 3.614646 0.797439 -2.499810 -1.1 0.0 0.4 0.09
H 1.300500 2.677669 -0.239448 0.3 -0.8 -1.1 0.04
H 1.536861 0.881815 -0.694617 0.4 1.6 -0.1 0.05
H 2.919499 2.100211 -0.937090 -1.4 -0.3 0.3 0.03
H 2.574395 3.488097 -4.605027 -0.2 0.6 1.2 0.04
H 1.352585 4.605147 -3.840979 1.0 -1.3 0.3 0.06
H 2.886640 4.307027 -2.915843 -0.8 -1.0 -1.1 0.06
H -1.222794 2.006382 -2.229595 0.5 1.4 -0.4 0.03
H -1.017261 3.508479 -3.336344 0.3 -0.8 1.2 0.05
H -0.638137 3.604756 -1.519893 0.3 -0.9 -1.3 0.02
H 0.276204 -1.475706 -3.136979 0.6 -1.4 -0.8 0.14
H 1.162098 -3.072454 -3.130059 0.0 1.1 -0.7 0.13
H -1.974887 -3.643642 -5.137949 0.4 0.3 0.5 0.12
H -0.254750 -2.115565 -6.788024 0.3 -0.7 0.2 0.11
H 3.296624 -2.728446 -3.101598 -0.4 1.0 -0.8 0.14
H 4.292080 -3.644979 -5.627620 -1.4 0.4 0.8 0.13
H 2.503701 -3.584292 -5.980990 0.7 0.2 1.2 0.12
H 1.691481 -5.479165 -2.947274 0.2 -0.7 -0.5 0.11
H 4.560854 -5.069778 -2.873887 0.4 -0.7 -0.7 0.11
N 4.435683 -6.266149 -9.431496 -0.4 -0.3 0.4 0.06
C 3.506840 -7.134260 -9.858791 0.4 0.4 0.0 -0.15
C 2.591999 -7.758101 -9.025153 0.0 0.0 0.1 -0.07
C 2.639854 -7.472953 -7.669196 -0.1 -0.1 0.1 -0.07
C 3.592325 -6.580003 -7.201390 -0.1 0.0 -0.2 -0.07
C 4.459564 -6.006596 -8.116752 0.1 0.0 -0.5 -0.15
H 3.511404 -7.327182 -10.926320 0.0 0.0 0.0 0.11
H 1.861674 -8.449138 -9.426274 0.0 0.0 0.0 0.10
H 1.942238 -7.941359 -6.983841 0.0 0.0 0.0 0.11
H 3.659556 -6.334442 -6.148883 0.1 -0.1 -0.1 0.07
H 5.219563 -5.299415 -7.799091 0.0 0.0 0.1 0.10
N -0.875576 2.255705 1.186519 -0.3 -0.4 0.4 0.04
C -1.802014 1.377737 0.771790 0.4 0.3 0.1 -0.15
C -2.710535 0.758457 1.614498 0.1 0.1 0.1 -0.06
C -2.660163 1.057693 2.968056 -0.2 -0.1 0.1 -0.06
C -1.711081 1.960265 3.424984 0.0 0.0 -0.1 -0.06
C -0.849782 2.528663 2.501393 0.1 -0.1 -0.4 -0.17
H -1.800356 1.173233 -0.293718 -0.1 0.0 0.0 0.08
H -3.438705 0.059582 1.222815 0.0 0.0 0.0 0.11
H -3.353994 0.592248 3.660625 0.1 0.0 0.0 0.08
H -1.642709 2.216768 4.474566 0.0 0.0 0.0 0.11
H -0.092876 3.243206 2.810131 0.0 0.0 0.1 0.11
N -3.869239 -0.756831 5.705417 0.0 -0.2 0.5 0.04
C -3.571345 -2.040229 5.959868 -0.1 0.4 -0.3 -0.16
C -3.628085 -2.609682 7.221316 -0.1 0.1 0.1 -0.07
C -4.011172 -1.807936 8.286784 0.0 0.0 0.0 -0.07
C -4.322855 -0.476916 8.052753 0.2 -0.1 0.0 -0.08
C -4.238490 -0.003830 6.753600 0.1 -0.2 -0.5 -0.15
H -3.274283 -2.625746 5.095909 0.0 0.0 0.1 0.10
H -3.378800 -3.653112 7.367191 0.0 0.0 0.0 0.10
H -4.066604 -2.216576 9.289708 0.0 0.0 0.0 0.11
H -4.624848 0.176595 8.858929 0.0 0.0 -0.1 0.08
H -4.475954 1.029193 6.519692 0.0 0.0 0.1 0.10
N -6.800668 0.478925 9.724191 -0.5 -0.2 0.5 0.04
C -7.726653 -0.399365 9.309465 0.4 0.3 0.0 -0.15
C -8.636491 -1.016742 10.151932 0.0 0.0 0.1 -0.07
C -8.587946 -0.714699 11.504668 -0.1 0.0 0.1 -0.07
C -7.639579 0.188392 11.961237 -0.1 -0.1 0.0 -0.07
C -6.776636 0.754617 11.037550 0.1 0.0 -0.5 -0.15
H -7.723132 -0.605688 8.244006 0.0 0.0 0.0 0.11
H -9.364138 -1.716086 9.760437 0.0 0.0 0.0 0.10
H -9.282427 -1.178231 12.196231 0.0 0.0 0.0 0.11
H -7.572562 0.447189 13.010241 0.0 0.0 -0.1 0.10
H -6.020097 1.469288 11.345960 0.0 0.0 0.1 0.10
N -9.065731 4.444223 8.717173 0.5 0.3 0.2 0.05
C -7.936343 3.771460 8.985185 -0.5 0.1 -0.2 -0.15
C -6.782185 4.364729 9.470929 0.0 0.1 0.0 -0.08
C -6.790624 5.734253 9.690259 0.1 0.0 0.0 -0.09
C -7.944966 6.454170 9.419591 0.1 -0.1 0.0 -0.08
C -9.048107 5.766731 8.939497 -0.2 -0.5 -0.1 -0.16
H -7.977577 2.704437 8.794906 0.1 0.0 0.0 0.08
H -5.899362 3.770710 9.672023 -0.1 0.0 0.0 0.09
H -5.906642 6.235666 10.068596 0.0 0.0 0.0 0.10
H -7.987433 7.524277 9.578385 0.0 0.0 0.0 0.10
H -9.975029 6.285026 8.716390 0.1 0.0 0.0 0.10
N -1.820970 5.213820 -0.732974 -0.3 0.7 0.5 0.04
C -2.204847 6.286300 -1.442772 0.2 -0.5 0.1 -0.14
C -2.687376 7.454371 -0.876385 0.0 0.0 0.1 -0.07
C -2.784814 7.521970 0.505417 0.0 0.1 0.1 -0.07
C -2.396977 6.427556 1.264033 0.0 0.1 -0.2 -0.06
C -1.923684 5.305725 0.602656 0.1 -0.2 -0.3 -0.13
H -2.113630 6.184511 -2.519579 0.0 0.1 0.0 0.10
H -2.980112 8.289689 -1.499610 0.0 -0.1 0.0 0.10
H -3.159067 8.418734 0.986334 0.0 0.0 0.0 0.11
H -2.459986 6.445295 2.344661 0.0 0.0 0.0 0.10
H -1.604873 4.426749 1.152126 -0.1 0.2 -0.1 0.07
```
Forces are in eV/Å.

For the strongest force on any atom, the calculation gives 4.60 eV Å⁻¹. Its HOMO energy is -10.65 eV. For the molar mass, the calculation gives 995.657 Da. The HOMO-LUMO gap comes out at 6.991 eV. As for the net charge: +1.



# C4H11P3

The molecule C4H11P3 in a non-equilibrium geometry (ωB97M-V with the def2-TZVPD basis set, the OMol25 dataset).

Structure (XYZ):
```
18
Properties=species:S:1:pos:R:3:forces:R:3:lowdin_charge:R:1
C 1.960701 -2.356934 -1.387418 0.0 4.4 -0.1 -0.09
C 1.127159 -0.754266 -0.817313 0.1 -4.1 -1.1 -0.81
P 1.987913 0.452862 -0.139594 1.1 0.1 0.5 0.80
C 0.645485 1.555172 0.463995 1.2 1.5 2.2 -0.74
P -0.724867 0.594521 1.144073 -1.0 0.4 0.8 0.64
C -2.236006 1.641136 1.242373 -1.3 2.1 0.8 -0.37
P -0.747974 -0.760841 -1.056918 1.1 0.7 -0.1 0.64
H 2.056911 -2.182566 -2.499573 0.0 -0.4 1.3 0.05
H 2.941220 -2.448178 -0.866409 -0.7 0.3 -0.6 0.03
H 1.367377 -3.205619 -1.157905 -0.9 -0.4 0.2 0.01
H 1.037694 2.259296 1.314711 -0.4 -1.3 -1.7 0.07
H 0.401806 2.200976 -0.332589 -0.7 0.8 -1.0 0.01
H -0.346036 0.721883 2.445720 0.4 0.1 1.4 -0.07
H -2.900363 1.348702 2.106166 0.5 -0.9 -1.3 0.04
H -2.709295 1.573805 0.237569 -0.2 -0.1 0.9 0.02
H -2.303473 2.758166 1.565904 1.3 -1.4 -1.1 0.06
H -0.575113 -1.619939 -2.084985 0.0 -1.1 -1.8 -0.16
H -0.983138 -1.778174 -0.177808 -0.5 -0.9 0.5 -0.12
```
Forces are in eV/Å.

As for the SMILES: CC1=PC[P@@H](C)=[PH2]1. For the strongest force on any atom, the calculation gives 4.42 eV Å⁻¹. Its HOMO energy is -7.89 eV. For the molar mass, the calculation gives 152.054 Da. The HOMO-LUMO gap comes out at 8.287 eV. As for the net charge: 0.



# C5H11AlO8P

A structure of composition C5H11AlO8P in a non-equilibrium geometry (ωB97M-V with the def2-TZVPD basis set, the OMol25 dataset).

Structure (XYZ):
```
26
Properties=species:S:1:pos:R:3:forces:R:3:lowdin_charge:R:1
Al 1.480894 1.892232 0.056272 -0.2 -0.1 0.4 1.05
P 1.489484 1.369562 -3.090908 0.5 -1.2 0.9 -0.14
O 1.542954 1.436592 -4.606098 -0.1 -0.7 0.5 -0.23
O 2.564914 0.653552 -2.279618 -0.8 -0.4 -0.6 -0.39
O 0.123914 1.171532 -2.339248 1.0 0.4 -0.8 -0.26
O 1.611964 2.859272 -2.785448 -0.6 2.1 0.6 -0.14
C 1.428274 3.187772 3.923562 0.7 -0.9 -1.3 -0.40
O 1.216134 2.117302 3.029172 -0.2 1.0 0.1 -0.51
H 2.202014 2.947582 4.652762 0.2 -0.3 0.6 0.03
H 1.848544 4.084712 3.468612 0.3 0.5 -0.7 0.03
H 0.598274 3.632442 4.472622 -0.9 -0.5 0.2 0.03
C -1.593766 -1.809708 -2.690928 1.3 0.3 0.2 -0.05
C -0.269306 -2.156518 -1.928418 -1.3 -0.4 -0.6 -0.18
O -0.665276 -2.546378 -0.614428 0.0 1.4 2.1 0.01
C -0.735886 -1.579268 0.329212 0.8 1.1 1.1 -0.50
O -0.471696 -0.373648 0.231632 -0.8 -2.7 -0.2 0.02
O -1.061996 -2.197698 1.507772 0.1 0.2 -1.7 -0.03
C -1.459886 -1.419698 2.636842 -0.6 -0.4 0.0 -0.04
H -2.481796 -2.399078 -2.462578 0.5 -0.6 0.2 0.07
H -1.397346 -1.844028 -3.762538 -0.2 0.3 0.0 0.07
H -1.839736 -0.799528 -2.363628 0.0 0.2 -0.4 0.06
H 0.421184 -1.313478 -1.952928 -0.1 0.0 0.3 0.09
H 0.266834 -3.057658 -2.226108 -0.2 0.1 -0.7 0.12
H -1.811326 -0.429628 2.346432 0.6 0.1 0.2 0.10
H -0.686666 -1.476888 3.402972 0.1 0.6 -0.3 0.10
H -2.320696 -1.949348 3.045002 -0.1 -0.1 0.0 0.08
```
Forces are in eV/Å.

For the strongest force on any atom, the calculation gives 2.84 eV Å⁻¹. Its HOMO energy is -3.97 eV. For the molar mass, the calculation gives 257.091 Da. The HOMO-LUMO gap comes out at 2.770 eV. As for the net charge: -1.